(1)
76
Properties=species:S:1:pos:R:3:mulliken_charge:R:1 method="wB97M-V/def2-TZVPD" gap_ev="7.12 / 7.13" e_homo_ev="-7.5 / -7.5"
H -2.34897 2.81308 1.96071 0.403
H -4.67713 -0.78928 -0.55502 0.616
C 0.96050 -2.28381 1.78853 -0.050
C -1.14385 -1.49926 2.65077 -0.370
C -4.15697 -0.00997 -0.01226 -0.229
C -1.09678 2.30461 -4.84647 -0.529
C 1.14716 2.41337 2.82518 0.080
C -2.75420 0.00123 0.05500 2.005
C -0.33834 4.10147 3.68869 -0.461
H 1.75632 0.49675 -4.64585 0.435
C 0.71967 3.73086 2.86787 -0.771
C 0.65836 -2.30472 -3.58982 -0.404
C 2.81225 -0.27996 3.15182 -1.170
H 3.19638 -1.27023 3.41990 0.549
C 0.09726 1.71078 -5.24065 -0.689
H 3.66349 -0.01943 -2.50624 0.524
H -2.84858 -2.70398 2.22932 0.416
C 0.82817 0.96264 -4.33392 -0.403
H -0.66759 5.13253 3.72004 0.400
C -1.54844 2.16139 -3.54445 -0.769
C -0.96357 3.14693 4.47611 -0.769
O -6.85253 0.08617 -0.13261 -0.640
P 1.34283 -0.18097 -1.86570 1.816
H -1.78040 3.42725 5.12942 0.407
C 2.48408 -2.66942 -2.06016 -0.567
H 1.96563 2.14490 2.17137 0.423
C -2.04690 1.03835 0.77041 0.188
H 5.56510 0.99100 -0.41673 0.510
C 3.25896 0.08454 1.76226 -0.040
H 2.95172 1.56988 -2.20591 0.530
H 3.31256 0.40269 3.84613 0.585
C -4.87022 0.96786 0.61472 -0.998
H -1.55409 -4.40269 0.95745 0.396
H 1.89049 -5.44301 -3.90348 0.392
H -1.14354 1.33117 -1.60797 0.545
C 4.56126 0.45817 1.50981 -1.105
C 0.25264 -1.33422 2.53307 0.728
O -6.92394 1.87451 1.06220 -0.644
C 2.62538 -3.96261 -2.53506 -0.856
C -1.78003 -2.58550 2.09848 -0.626
P 1.09827 -0.28531 3.78303 -0.543
C 4.68314 0.68978 0.12633 -1.431
Ni 0.72302 -0.36897 0.17752 0.605
N 2.54572 0.07764 0.57751 2.188
H 3.39203 -4.60652 -2.12397 0.461
H 1.21538 4.47280 2.25475 0.417
C -2.05323 -1.04523 -0.58956 -1.070
C 1.50382 -1.83144 -2.59365 0.529
C 0.36674 0.80002 -3.02602 -0.292
N -6.32123 0.95289 0.54095 1.008
C -1.05056 -3.54220 1.37947 -0.787
H -2.67720 -1.78491 -1.11190 0.288
H -1.71498 -0.77524 3.22235 0.228
C -0.52680 1.82954 4.44248 -0.282
C 0.52250 1.44369 3.61019 0.325
C -2.86328 2.03519 1.41465 -1.108
C 3.44423 0.45539 -0.40857 0.085
C 0.30347 -3.38040 1.21042 -0.614
C -0.81657 1.41197 -2.63273 -0.624
O -0.82536 -1.23631 -0.64454 -0.598
H -2.46740 2.63826 -3.22900 0.493
H 0.45653 1.83234 -6.25402 0.412
C 0.80087 -3.60365 -4.05973 -0.809
H 5.33532 0.54597 2.25716 0.544
H -0.11258 -1.66424 -3.99943 0.417
H 0.14191 -3.96772 -4.83720 0.427
O -0.79446 1.08334 0.81103 -0.388
H 3.13437 -2.30534 -1.27039 0.425
C 3.00803 0.54273 -1.83768 -1.159
H -4.82618 2.75172 1.81746 0.535
H 0.87539 -4.10288 0.64187 0.431
H 2.03986 -2.22887 1.72473 0.290
C 1.78201 -4.43115 -3.53522 -0.515
H -1.66894 2.88748 -5.55652 0.394
C -4.21840 1.99887 1.33555 -0.535
H -0.98957 1.09768 5.09575 0.393

***

(2)
77
Properties=species:S:1:pos:R:3:mulliken_charge:R:1 method="wB97M-V/def2-TZVPD" charge=-1 gap_ev=7.25 e_homo_ev=-4.8
C 1.66323 -1.81418 -3.21615 0.137
H -3.61796 2.55391 4.56352 0.399
H 3.42073 2.05349 -1.80183 0.342
H -2.93267 -2.99235 4.22350 0.344
H 3.26840 -1.33239 -4.63279 0.302
C -5.06510 -3.49141 4.00817 -0.518
C 2.08236 1.01358 -3.20079 0.425
C 0.42026 0.60680 2.68522 -0.219
H 4.61414 0.29588 -3.32576 0.295
C 3.79156 -0.81943 -1.65697 0.371
H 5.68074 -2.22631 0.84977 0.377
H 1.25499 4.56679 -4.53261 0.440
C 4.03368 -1.47782 -0.44481 -0.350
O 0.22255 -1.78850 -0.75733 -0.794
C 2.33687 3.40533 -3.03897 -0.619
H 2.67110 4.30641 -2.52391 0.347
C -3.69755 4.59519 1.85166 1.291
H 0.88621 -4.78226 -5.57880 0.388
O -1.26011 -3.25903 -1.56053 -0.860
H 3.89494 2.14373 3.07518 0.323
C 5.37170 -1.68840 -0.05749 -0.514
C 2.87882 1.74288 2.98028 -0.567
H -1.45985 2.18287 0.90471 0.555
H -4.67673 5.91190 0.36241 0.305
H -4.73132 4.68397 3.76194 0.234
H -7.09385 -3.99026 3.41470 0.418
Sn -1.58669 -2.01436 0.60872 0.725
C 1.86564 2.17496 3.83457 -0.637
C -3.43440 2.95988 3.56757 -0.741
H -5.37784 -2.93391 4.89184 0.312
C -3.32157 -4.15644 2.44489 -0.100
C 0.34062 -3.75083 -3.78979 -0.278
C 4.84823 -0.33202 -2.45299 -0.059
H 7.50561 -1.40292 -0.62455 0.321
S -2.11057 0.52299 3.13271 1.168
C 1.51430 3.60019 -4.17234 -0.666
C 0.61906 -2.70596 -2.93600 -0.104
C -5.64140 -4.65328 1.97293 -0.327
C -6.06275 -4.05796 3.15908 -0.417
H -2.56381 4.18704 -0.04220 0.275
C -4.22360 5.91122 1.40201 -1.358
N 1.48926 0.14912 1.98665 -0.126
H -0.23941 1.88177 4.33465 0.339
C 0.61304 1.64077 3.66216 -0.163
C 1.11465 -3.95218 -4.91578 -0.678
H 0.53648 2.53138 -5.77691 0.367
Se -1.42338 -4.26429 1.96425 -0.283
C 1.11554 2.46568 -4.87160 -0.481
H 3.39569 0.41564 1.34007 0.224
C -4.27857 -4.77551 1.64582 -0.288
C 2.43066 -2.00856 -4.37158 -0.188
H 3.19769 -1.80289 0.21559 0.430
H -6.37094 -4.92970 1.16583 0.257
C 6.43326 -1.22659 -0.86146 -0.501
H 6.93396 -0.05685 -2.60769 0.381
H 1.06960 0.24916 -4.96483 0.285
C 2.14592 -3.11212 -5.16432 -0.442
C 2.66318 2.14222 -2.58316 -0.813
H 2.07990 2.89653 4.62320 0.396
N -0.78961 0.03776 2.38658 0.181
H -3.36610 6.59995 1.31936 0.282
H -3.91695 -5.37351 0.78970 0.343
C 2.65210 0.75131 2.05053 -0.099
C 1.35496 1.16845 -4.41529 -0.453
O -3.17264 -0.27195 2.50946 -0.631
C -4.01670 4.12027 3.13609 -0.781
C -0.21687 -2.56845 -1.69490 1.095
C -3.72847 -3.46334 3.63245 -0.125
C -2.85381 3.86783 1.00069 -0.752
P 2.04656 -0.41695 -2.09156 0.965
H 2.83378 -3.27535 -6.02636 0.304
H -0.54852 -4.37331 -3.66413 0.425
C -2.56368 2.21762 2.72172 0.220
O -1.96792 0.51888 4.58656 -0.682
H -4.91655 6.30408 2.14831 0.338
C 6.16618 -0.52823 -2.01418 -0.713
C -2.23027 2.69240 1.45529 -0.593

***

(3)
75
Properties=species:S:1:pos:R:3:mulliken_charge:R:1 method="wB97M-V/def2-TZVPD" s_squared=3.764 gap_ev="5.99 / 7.03" e_homo_ev="-6.8 / -7.9" multiplicity=4
H 7.10037 -1.57784 -1.05463 0.382
C 1.29748 1.83957 4.60070 -0.629
V 0.60936 -1.28997 -1.01873 0.001
H 1.68471 5.09570 -0.79528 0.467
C 4.72523 -3.97146 -1.43325 -0.963
H 0.55296 4.82836 1.35640 0.342
C 0.90265 3.80077 1.42521 -1.040
C 1.65107 2.12280 -2.37993 -0.879
H -4.61756 3.36527 -3.99712 0.405
H 1.81727 1.65236 -3.34195 0.529
C -5.96864 1.82731 -3.35467 -0.442
H -6.77193 2.13406 -4.01314 0.384
H -5.21299 -0.56961 -1.08929 0.402
H -2.80291 2.65508 -2.52993 0.365
C -4.76803 2.51824 -3.33882 -0.844
C 6.12751 -2.05297 -1.06834 -0.652
H 0.71947 1.18059 0.59158 0.620
C 5.98017 -3.38759 -1.42151 -0.790
C -3.06264 0.92129 0.80456 0.092
C -2.74070 0.64583 -0.67950 1.924
H 0.73492 2.53889 5.20550 0.387
C 1.80973 3.48758 -2.21390 -0.852
H 0.56259 3.99666 3.42020 0.325
C -2.38556 1.84425 2.94465 -0.769
O -1.19801 -1.20125 -1.13597 -0.603
H -1.14278 -3.73171 -1.25871 0.320
C 2.22177 -4.01223 -1.08453 1.631
C 4.98950 -1.33835 -0.74790 -0.582
C -3.89323 1.03664 -1.62755 0.006
H 5.05979 -0.28665 -0.48268 0.395
C -0.09269 -5.56785 -1.19309 -0.813
C 1.05965 1.85750 -0.18173 0.459
H 6.84489 -3.97926 -1.69632 0.387
C 2.28059 -5.41281 -1.02321 -0.972
N 2.57626 -0.15543 4.43509 -0.600
C -2.43273 -0.87212 -0.81076 -0.186
C 1.85815 0.70099 5.15335 -0.238
H -7.03728 0.14701 -2.54894 0.389
C -4.22554 0.45219 1.41392 0.005
C -0.15932 -4.18288 -1.20701 0.228
C -4.46462 0.67872 2.76121 -1.147
H -5.37169 0.29308 3.21088 0.403
N 1.27340 1.32155 -1.38382 -0.281
H 4.65372 -4.99899 -1.75541 0.327
C -3.74050 2.11953 -2.48906 -0.240
C 1.48380 2.05023 3.24787 1.337
C 2.70271 0.14288 3.14222 -0.158
H -3.73756 1.55284 4.58877 0.411
O -3.30351 -1.66722 -0.57218 -0.617
H 2.09068 4.11024 -3.05167 0.436
N 2.60190 -1.07064 -0.43517 0.142
H -1.65230 2.38604 3.53190 0.314
H -1.21451 1.95725 1.16265 -0.447
C -5.09534 0.32766 -1.67769 -0.154
C 0.93689 3.31976 2.65825 -0.542
C -3.54780 1.37992 3.53623 -0.533
H 1.21857 -7.27242 -1.03293 0.375
H 3.30037 -0.53887 2.54873 0.477
H 1.73244 0.47531 6.20657 0.409
C -6.11912 0.72201 -2.52716 -0.974
H 2.80252 -0.14980 -0.82237 0.180
C 3.73585 -1.93947 -0.76596 0.661
H -1.00432 -6.15312 -1.24892 0.411
H -4.94869 -0.10858 0.84267 0.183
C 1.14023 -6.19274 -1.08196 -0.631
C 1.57760 4.02845 -0.95936 -0.624
C 0.97436 -3.34479 -1.14689 -0.693
H 2.57795 -0.91699 0.57296 0.068
C -2.14400 1.60912 1.59272 0.775
H -1.72104 2.28225 -0.86486 0.394
C 3.55000 -3.28571 -1.08392 0.864
C 1.21390 3.20381 0.09420 0.557
O -1.56300 1.34669 -1.03390 -0.209
H 3.22665 -5.92178 -0.89380 0.263
N 2.18093 1.19478 2.50644 -0.325

***

Number 1: energy -109644.6245 eV. Number 2: energy -141329.9413 eV. Number 3: energy -76645.5994 eV.